1) 15 unconnected molecules or ions with the total composition H29O15. Source: the OMol25 dataset; level of theory: ωB97M-V with the def2-TZVPD basis set.

```
! wB97M-V def2-TZVPD RIJCOSX def2/J DEFGRID3
* xyz -1 1
O 3.073 1.511 1.406
O 0.094 -3.883 1.446
O 1.144 -4.760 -0.956
O -4.260 -1.268 -3.304
O -2.471 -3.245 0.021
O -0.387 4.959 -2.179
O -2.018 -0.487 -1.213
O -0.081 -1.135 2.051
O 0.560 1.092 -0.816
O 3.712 -1.039 3.347
O 2.431 -0.414 -2.648
O -2.799 4.068 1.136
O 1.104 4.301 1.661
O 0.646 -1.369 -0.528
O -0.516 1.971 1.777
H 0.921 1.467 -1.619
H 3.890 -0.702 2.472
H 3.025 0.753 0.803
H -3.858 -0.557 -3.812
H 2.280 1.921 1.023
H 0.315 -4.832 -1.414
H 0.806 -0.769 2.113
H -1.831 -2.626 -0.344
H -3.263 -3.021 -0.480
H -2.306 3.250 1.004
H -0.210 -1.137 1.069
H -0.041 -2.937 1.655
H -2.038 0.292 -1.769
H 0.128 1.417 1.323
H 1.113 3.346 1.674
H -0.997 1.336 2.299
H -2.821 4.354 2.048
H -3.635 -1.356 -2.570
H -0.756 -4.261 1.698
H 1.020 4.576 0.743
H 1.886 -0.843 -1.968
H 0.787 -2.220 -0.950
H -0.081 4.854 -3.076
H 0.594 0.050 -0.778
H 3.204 -0.886 -2.940
H 0.918 -4.306 -0.120
H -1.073 -0.660 -1.025
H -0.995 4.308 -1.830
H 2.786 -1.115 3.570
*
```

Calculated values
- Highest occupied orbital energy: -7.027 eV

***

2) 15 unconnected molecules or ions with the total composition H29O15. Source: the OMol25 dataset; level of theory: ωB97M-V with the def2-TZVPD basis set.

```
! wB97M-V def2-TZVPD RIJCOSX def2/J DEFGRID3
* xyz -1 1
O 3.224 2.616 0.166
O -2.483 3.047 -1.118
O 0.647 -1.682 4.750
O -2.287 0.288 -1.690
O -3.960 -1.688 -1.402
O -2.603 0.670 1.320
O 4.770 -1.213 1.312
O -1.876 -1.913 2.876
O -0.219 0.212 0.046
O 1.834 -3.807 -2.188
O -3.370 3.856 1.904
O 1.895 -1.130 -0.248
O 3.005 0.695 3.471
O 0.877 1.105 -5.202
O -0.496 -0.827 -4.100
H -1.633 3.034 -0.667
H 3.803 0.300 3.856
H -1.829 0.701 -2.378
H 3.362 1.054 2.648
H 1.572 -1.580 0.615
H -1.320 -1.203 3.177
H -2.926 2.104 -1.458
H 1.468 -0.224 -0.545
H -1.677 0.157 -0.802
H -1.969 0.133 0.958
H 0.898 -4.052 -1.670
H 3.855 2.012 0.258
H 4.013 -1.393 0.826
H -0.434 -0.381 0.665
H 2.445 2.116 0.420
H -4.610 -1.283 -1.860
H -2.777 1.431 0.982
H -0.418 -1.663 -3.771
H 0.083 -2.344 4.803
H 2.191 -3.236 -1.517
H -3.221 -1.112 -1.576
H -2.699 4.533 2.143
H -2.759 3.069 1.696
H 0.894 2.101 -5.207
H -1.295 -0.720 -3.781
H 1.408 -1.807 4.286
H 5.400 -1.297 0.606
H 1.250 0.865 -4.482
H -2.030 -1.545 1.878
*
```

Calculated values
- Highest occupied orbital energy: -5.926 eV

***

1) wins, 6.057 eV ahead of the next structure.

***

1) 7 unconnected molecules or ions with the total composition H15NO6. Source: the OMol25 dataset; level of theory: ωB97M-V with the def2-TZVPD basis set.

```
! wB97M-V def2-TZVPD RIJCOSX def2/J DEFGRID3
* xyz 0 1
O -0.982 0.871 -4.372
O -0.437 -1.416 -2.215
O 0.269 0.517 -0.438
O -0.337 -0.987 3.367
O 1.754 1.609 2.027
O 0.360 -3.722 2.253
N -0.605 3.373 -0.822
H 2.610 1.603 2.470
H -1.016 -1.483 3.838
H -0.289 0.230 -4.584
H 1.275 0.889 2.454
H 0.978 0.631 0.203
H 0.118 -3.871 1.334
H -0.375 4.201 -0.264
H -1.612 3.317 -0.645
H -0.577 3.769 -1.760
H 0.754 -4.531 2.587
H -1.125 -2.007 -1.907
H -0.143 -1.609 2.656
H -1.329 0.505 -3.549
H -0.216 1.352 -0.440
H -0.182 -0.797 -1.502
*
```

Calculated values
- Highest occupied orbital energy: -10.730 eV
- SMILES: N.O.O.O.O.O.O

***

2) 7 unconnected molecules or ions with the total composition H15NO6. Source: the OMol25 dataset; level of theory: ωB97M-V with the def2-TZVPD basis set.

```
! wB97M-V def2-TZVPD RIJCOSX def2/J DEFGRID3
* xyz 0 1
O 0.297 -0.730 0.807
O 2.354 3.094 -2.650
O 4.460 -1.789 3.537
O -4.303 -4.871 0.226
O -0.586 0.826 -1.688
O -0.193 -2.155 -2.252
N -1.724 4.277 1.505
H -4.452 -5.825 0.194
H -2.590 3.756 1.358
H 0.507 -0.539 -0.128
H -0.304 0.385 -2.466
H -1.047 3.526 1.592
H 4.587 -1.277 4.348
H 0.434 0.079 1.255
H -0.475 -2.785 -1.620
H 0.742 -2.149 -2.229
H 2.360 3.890 -3.195
H -3.949 -4.756 1.126
H 1.734 3.393 -1.992
H -1.654 4.652 0.564
H -1.194 0.287 -1.214
H 4.996 -1.290 2.921
*
```

Calculated values
- Highest occupied orbital energy: -10.517 eV
- SMILES: N.O.O.O.O.O.O

***

3) 7 unconnected molecules or ions with the total composition H15NO6. Source: the OMol25 dataset; level of theory: ωB97M-V with the def2-TZVPD basis set.

```
! wB97M-V def2-TZVPD RIJCOSX def2/J DEFGRID3
* xyz 0 1
O -0.715 -0.849 -1.222
O 3.821 -2.542 -0.963
O -2.269 2.716 -0.933
O 1.262 -1.296 0.756
O -0.788 1.637 1.883
O -1.273 3.909 5.148
N 0.150 -2.904 -3.528
H -2.236 3.469 -0.356
H -0.405 -2.507 -4.274
H -2.191 3.882 5.461
H -0.311 -3.647 -3.029
H 0.931 -3.300 -4.032
H 1.365 -1.138 -0.201
H 3.855 -1.884 -0.248
H -0.108 0.982 2.086
H -0.283 -1.435 -1.878
H -0.757 2.075 2.732
H -1.781 2.055 -0.442
H -0.627 0.033 -1.528
H 2.946 -2.431 -1.362
H 0.355 -1.608 0.742
H -0.941 4.782 5.189
*
```

Calculated values
- Highest occupied orbital energy: -11.130 eV
- SMILES: N.O.O.O.O.O.O

***

1) wins, 0.523 eV ahead of the next structure.

***

1) A molecular structure, C33H31AsBrCrF5N3O4PS. Source: the OMol25 dataset; level of theory: ωB97M-V with the def2-TZVPD basis set.

```
! wB97M-V def2-TZVPD RIJCOSX def2/J DEFGRID3
* xyz 3 4
Br 1.542 0.153 3.333
As 1.268 -2.341 -0.578
Cr 0.403 0.769 0.965
S -1.590 -0.078 1.766
P -1.384 1.625 -1.627
F -5.689 0.896 4.532
F -4.190 4.364 1.711
F -3.659 -0.635 3.706
F -5.995 3.420 3.556
F -2.150 2.895 0.949
O -2.693 0.961 -1.361
O 3.486 1.093 -0.164
O 0.584 -0.971 0.152
O -0.242 1.724 -0.632
N 0.700 2.438 2.183
N -3.190 3.648 -1.542
N -1.648 -0.412 -3.386
C -0.185 -6.174 -0.032
C 5.334 -3.195 -0.441
C 4.572 -2.924 1.833
C 0.146 -3.805 -0.142
C 1.742 2.874 4.294
C 3.050 -2.615 0.006
C 0.554 3.757 1.986
C 1.560 4.233 4.083
C 2.443 1.068 0.234
C 3.297 -2.639 1.378
C 2.080 -1.156 -3.088
C -4.983 2.669 3.174
C 0.315 -2.666 -4.627
C 0.637 -5.096 -0.323
C 5.588 -3.198 0.923
C 0.972 4.704 2.909
C 2.027 -0.976 -4.463
C 0.362 -2.853 -3.248
C -4.061 3.145 2.260
C -3.762 0.599 3.232
C -2.816 1.059 2.313
C -4.823 1.379 3.665
C 1.141 -1.725 -5.230
C -3.006 2.350 1.866
C 0.804 6.170 2.638
C -0.723 0.744 -3.116
C -1.142 -3.575 0.332
C -1.951 -4.664 0.624
C -1.839 3.352 -2.127
C 1.298 2.035 3.301
C 1.238 -2.087 -2.477
C -1.474 -5.956 0.439
C 4.059 -2.906 -0.909
H -2.386 -0.389 -2.651
H -0.649 1.369 -4.003
H 1.121 -1.600 -6.305
H -2.949 -4.505 1.009
H 3.864 -2.914 -1.974
H -3.125 3.872 -0.542
H 2.797 -0.592 -2.503
H -3.766 2.795 -1.602
H -0.249 -3.619 -2.782
H 1.588 6.527 1.969
H -1.497 -2.566 0.501
H 2.209 2.487 5.188
H 1.649 -5.267 -0.671
H 1.889 4.936 4.839
H -2.096 -0.354 -4.301
H 0.071 4.045 1.063
H 0.184 -7.182 -0.161
H 2.694 -0.270 -4.940
H -0.159 6.379 2.172
H 0.265 0.345 -2.894
H 4.775 -2.954 2.896
H -2.108 -6.801 0.673
H 6.125 -3.424 -1.141
H -1.135 -1.300 -3.346
H -1.937 3.420 -3.209
H 2.491 -2.473 2.084
H 0.866 6.747 3.558
H -3.659 4.424 -2.014
H -1.127 4.102 -1.792
H -0.338 -3.283 -5.232
H 6.581 -3.431 1.283
*
```

Calculated values
- Highest occupied orbital energy (spin up / spin down): -15.083 / -15.226 eV

***

2) A molecular structure, C33H31AsBrCrF5N3O4PS. Source: the OMol25 dataset; level of theory: ωB97M-V with the def2-TZVPD basis set.

```
! wB97M-V def2-TZVPD RIJCOSX def2/J DEFGRID3
* xyz 3 4
Br 1.660 2.937 0.640
As -1.752 1.092 -0.555
Cr 0.927 -0.502 0.952
S 1.997 -2.263 2.080
P 2.933 -0.594 -1.558
F 0.487 -2.063 -0.492
F 0.111 -3.951 -2.332
F 0.985 -6.529 -1.873
F 2.301 -7.087 0.432
F 2.762 -5.160 2.246
O -0.159 0.545 -0.259
O 3.021 -2.029 -1.971
O -1.536 -1.858 2.629
O 2.512 -0.180 -0.169
N 5.555 -1.136 -1.698
N 1.323 0.833 2.476
N 0.953 -0.946 -3.362
C 0.959 -3.351 -0.228
C -0.769 -1.307 2.031
C 1.605 2.135 2.340
C 4.643 0.059 -1.804
C -3.067 0.017 -4.364
C 1.183 -5.587 -0.973
C 1.455 0.445 6.239
C -2.492 1.364 2.163
C 1.771 0.173 -2.775
C -3.913 -0.135 0.884
C 1.851 2.958 3.427
C 1.515 1.074 4.880
C -2.203 -1.300 -2.067
C -1.785 5.622 -1.623
C -0.799 4.795 -2.155
C -4.655 -0.394 2.029
C 1.862 -5.866 0.211
C -2.727 3.765 -0.421
C -2.289 0.096 -2.092
C -3.243 1.102 3.296
C 1.647 -3.560 0.943
C -2.974 -1.368 -4.345
C -2.725 0.757 -3.237
C -2.545 -2.030 -3.197
C -1.736 2.944 -0.950
C -2.831 0.736 0.961
C 1.808 2.426 4.699
C -2.744 5.111 -0.762
C 0.728 -4.300 -1.194
C -4.317 0.220 3.228
C -0.773 3.453 -1.821
C 2.091 -4.865 1.145
C 1.283 0.335 3.739
H -3.482 3.368 0.246
H 4.919 0.796 -1.054
H -1.665 2.066 2.207
H -4.905 0.022 4.114
H -3.005 1.594 4.230
H -4.189 -0.599 -0.055
H 2.075 4.001 3.260
H -1.891 -1.818 -1.167
H 1.453 -1.837 -3.184
H 5.014 -1.968 -2.002
H 4.771 0.489 -2.796
H -3.419 0.525 -5.252
H -0.060 5.202 -2.831
H 2.285 0.694 -3.581
H 5.851 -1.302 -0.733
H 2.318 0.739 6.836
H 1.082 -0.724 3.829
H 0.022 -1.008 -2.925
H -1.805 6.670 -1.889
H -3.255 -1.938 -5.221
H 0.812 -0.841 -4.368
H -2.497 -3.111 -3.178
H -5.502 -1.064 1.982
H 6.397 -1.039 -2.268
H 1.106 0.855 -2.249
H -2.809 1.836 -3.253
H -3.511 5.758 -0.358
H 2.007 3.061 5.554
H 1.436 -0.642 6.177
H -0.007 2.807 -2.236
H 0.562 0.773 6.773
*
```

Calculated values
- Highest occupied orbital energy (spin up / spin down): -15.493 / -15.576 eV

***

2) wins, 0.337 eV ahead of the next structure.